# C21H16N4O11RuS

C21H16N4O11RuS as an isolated structure (wB97M-V/def2-TZVPD, OMol25).

Last column: Mulliken charge in e.
CARTESIAN COORDINATES (ANGSTROEM)
Ru  -0.68336  -0.70111  1.01998  0.7843
O  4.33232  -3.70578  0.95344  -0.5270
C  4.53977  -2.53835  1.54333  0.3067
O  5.60766  -2.21403  1.99106  -0.5851
C  3.37514  -1.61174  1.64385  0.2062
C  3.44361  -0.33677  2.16498  -0.3683
N  2.21348  0.19943  2.10154  -0.3957
N  1.35231  -0.65253  1.54019  0.5553
C  2.03478  -1.74769  1.25561  -0.6851
C  1.27276  -2.76313  0.49212  1.2785
O  1.76637  -3.81982  0.13855  -0.8101
O  0.07114  -2.36992  0.22100  -0.5044
H  3.40513  -3.81452  0.62401  0.4292
H  4.28987  0.20692  2.54865  0.5247
H  1.96905  1.18181  2.10313  0.2712
C  -2.44632  -4.00409  0.51638  -0.9985
S  -2.74058  -2.44549  1.26954  1.4744
O  -2.48593  -1.37531  0.22834  -0.6163
O  -4.06156  -2.46605  1.80791  -0.5868
O  -1.64650  -2.16847  2.26232  -0.5980
H  -3.21998  -4.13725  -0.23709  0.3859
H  -2.54699  -4.75655  1.29575  0.3867
H  -1.45456  -4.00617  0.07753  0.2485
C  -0.74880  0.36773  2.81448  -1.2029
C  -1.99145  0.80772  2.23619  0.6209
C  -1.91516  1.59097  1.07456  0.3089
C  -3.06502  1.83115  0.31086  -1.1709
C  -4.27320  1.34439  0.74927  0.8191
C  -4.37768  0.61789  1.95921  -0.5461
C  -3.25782  0.33600  2.67748  -1.1175
C  -5.46371  1.59375  -0.02012  -0.1654
N  -6.41629  1.79531  -0.62872  -0.4737
H  -0.80620  -0.28207  3.67974  0.3839
H  0.04674  1.09965  2.83564  0.5474
H  -0.98332  2.08030  0.83504  1.0011
H  -3.00599  2.41167  -0.59885  0.5397
H  -5.34497  0.25797  2.27891  0.4671
H  -3.31650  -0.26125  3.57642  0.3081
O  1.09412  1.95984  0.39220  -0.8189
C  0.75161  1.32630  -0.61048  1.1359
O  -0.01912  0.29536  -0.61270  -0.8023
C  1.21892  1.74817  -1.97553  0.1394
C  1.97280  2.91048  -2.09394  -0.4347
C  2.41921  3.32726  -3.33601  -0.6088
C  2.09776  2.55710  -4.43848  0.0390
C  1.35325  1.39540  -4.34946  -0.5895
C  0.90912  0.99262  -3.10152  -0.2954
N  2.57092  2.99495  -5.76951  1.0152
O  2.27804  2.30506  -6.72341  -0.6084
O  3.22191  4.01751  -5.82419  -0.6102
H  2.20200  3.47855  -1.20347  0.4787
H  3.00425  4.22561  -3.46156  0.4904
H  1.13330  0.83010  -5.24228  0.4929
H  0.32367  0.09113  -2.99189  0.4808

Output
LUMO energy, eV: -2.1468
HOMO, eV: -10.09
ΔE to the lowest compared entry with this formula, charge and spin, eV: 0.000

# C21H16NO6PTi

C21H16NO6PTi as an isolated structure (wB97M-V/def2-TZVPD, OMol25).

Last column: Löwdin spin population.
CARTESIAN COORDINATES (ANGSTROEM)
Ti  0.19927  1.61358  1.37218  0.9794
O  0.91504  5.56630  -0.31714  0.0001
C  0.43207  4.44848  0.16071  0.0013
O  0.86692  3.86900  1.14087  0.0111
C  -0.77354  3.91764  -0.53984  0.0020
C  -1.60170  4.56698  -1.42859  0.0000
C  -2.81080  3.95146  -1.75355  0.0032
C  -3.17684  2.75967  -1.13928  -0.0006
C  -2.27726  2.18056  -0.25952  0.0049
N  -1.09310  2.72603  -0.03973  0.0006
C  -2.52502  1.00510  0.67482  0.0022
O  -3.46597  0.27902  0.54248  -0.0013
O  -1.59357  0.94716  1.61845  -0.0019
H  1.67391  5.85856  0.21616  0.0000
H  -1.33853  5.53559  -1.82960  -0.0001
H  -3.48660  4.43442  -2.44587  0.0002
H  -4.13961  2.29813  -1.30837  -0.0001
O  4.16667  0.77465  1.51974  -0.0023
C  3.00478  0.52584  1.50959  0.0003
O  2.04928  1.45588  1.24503  -0.0058
C  2.38717  -0.84548  1.76794  0.0006
P  0.79780  -0.83733  0.86952  0.0014
C  1.22361  -1.14978  -0.86283  0.0017
C  1.37530  -2.45408  -1.33250  -0.0004
C  1.72922  -2.67546  -2.65427  0.0002
C  1.92997  -1.60236  -3.51212  -0.0001
C  1.77860  -0.30327  -3.05117  0.0004
C  1.42286  -0.07740  -1.72998  0.0036
C  -0.13817  -2.27449  1.41605  -0.0014
C  -1.44455  -2.40827  0.94398  -0.0007
C  -2.21349  -3.49263  1.32993  0.0001
C  -1.68542  -4.44579  2.19181  -0.0007
C  -0.39001  -4.31387  2.66694  0.0000
C  0.38637  -3.22889  2.28273  -0.0007
H  2.18528  -0.92731  2.84042  0.0001
H  3.07060  -1.64147  1.48168  -0.0002
H  1.20873  -3.29442  -0.67030  0.0000
H  1.84680  -3.68834  -3.01536  0.0000
H  2.20451  -1.78126  -4.54318  0.0000
H  1.93882  0.53356  -3.71794  0.0001
H  1.32253  0.94153  -1.37243  0.0026
H  -1.86857  -1.66574  0.27935  0.0000
H  -3.22707  -3.58622  0.96431  0.0000
H  -2.28793  -5.29151  2.49530  0.0000
H  0.02323  -5.05599  3.33682  0.0000
H  1.39842  -3.14776  2.65679  0.0000

Output
LUMO energy (spin up / spin down), eV: -4.4200 / -4.3962
Charge: +1
HOMO (spin up / spin down), eV: -11.86 / -11.83
ΔE to the lowest compared entry with this formula, charge and spin, eV: 0.009
Multiplicity: 2

# C21H16O3S

One molecule with the formula C21H16O3S in a non-equilibrium geometry (wB97M-V/def2-TZVPD, OMol25).

Last column: Mulliken charge in e.
CARTESIAN COORDINATES (ANGSTROEM)
O  0.85323  -0.26441  3.32440  -0.6557
S  0.08946  -0.63193  2.13803  1.4198
O  0.36326  -1.92116  1.49860  -0.6773
C  -1.67038  -0.84168  2.66684  0.0804
C  -2.59025  0.20417  2.77074  -0.1290
C  -3.94451  -0.08040  3.01457  -0.5999
C  -4.34568  -1.40424  3.24302  -0.3384
C  -3.39002  -2.42586  3.30648  -0.5239
C  -2.04345  -2.12970  3.04619  -0.4851
C  0.65858  0.89126  0.91493  0.1072
C  -0.05672  0.68864  -0.33824  -1.0872
C  0.61223  0.47244  -1.51254  0.9779
C  -0.00209  0.19746  -2.80533  0.4310
C  -1.40718  0.22498  -2.97473  -0.3827
C  -1.98416  -0.09256  -4.20877  -0.6907
C  -1.17073  -0.42403  -5.29608  -0.4024
C  0.22109  -0.40343  -5.15855  -0.5553
C  0.80373  -0.08112  -3.93643  -0.4646
O  1.97843  0.41052  -1.57388  -0.4130
C  2.72696  0.73378  -0.45060  0.2973
C  4.10752  0.81988  -0.66183  -0.8055
C  4.91420  1.23355  0.38673  -0.2785
C  4.34946  1.56069  1.62922  -0.8479
C  2.97968  1.45043  1.82677  -0.0968
C  2.13646  1.00623  0.78664  -0.0963
H  -2.22103  1.22350  2.66090  0.3899
H  -4.67713  0.73576  3.02431  0.3565
H  -5.40345  -1.62710  3.39059  0.3647
H  -3.67711  -3.45648  3.55091  0.3478
H  -1.29477  -2.92030  3.12631  0.3902
H  0.19351  1.58343  1.63894  0.6703
H  -1.14948  0.68374  -0.32893  0.2986
H  -2.02043  0.50742  -2.11387  0.3062
H  -3.07448  -0.08390  -4.29878  0.3655
H  -1.62202  -0.69154  -6.24392  0.3762
H  0.86974  -0.64321  -5.99917  0.3726
H  1.89045  -0.04062  -3.84955  0.3749
H  4.49791  0.61137  -1.65480  0.4358
H  5.98934  1.34380  0.23007  0.3734
H  4.98761  1.90775  2.44062  0.3754
H  2.52221  1.67288  2.79020  0.4188

Output
LUMO energy, eV: -0.0192
HOMO, eV: -8.10
ΔE to the lowest compared entry with this formula, charge and spin, eV: 0.635
Structure (SMILES): O=S(=O)(c1ccccc1)[C@@H]1C=C(c2ccccc2)Oc2ccccc21

no.,total energy (eV)
1,-63935.4256
2,-68213.6548
3,-39012.6339